one | Here is the ion C8H12NO with charge +1 from the Open Molecules 2025 dataset. Energies are from the ωB97M-V functional and the def2-TZVPD basis.

Total charge ... +1
SMILES string ... C=C(c1ccco1)[NH+](C)C
M ... 138.19 g mol⁻¹

```
22
Properties=species:S:1:pos:R:3:nbo_charge:R:1
C -3.74 0.24 -0.02 -0.2996
C -2.66 1.05 0.00 -0.1778
C -3.25 -1.05 -0.12 0.1628
C -1.48 0.27 0.07 0.1386
C 0.53 1.99 0.16 -0.3717
C -0.11 0.57 -0.01 0.1218
C 1.36 -0.68 -1.29 -0.4417
C 1.48 -0.63 1.24 -0.4264
N 0.71 -0.65 -0.01 -0.4048
O -1.88 -1.10 0.08 -0.4545
H -4.83 0.44 0.04 0.2688
H -2.67 2.17 0.04 0.2527
H -3.89 -1.93 -0.12 0.2334
H 1.54 2.04 -0.08 0.2041
H -0.14 2.83 0.07 0.2335
H 0.42 -0.80 -2.00 0.2426
H 1.85 0.28 -1.58 0.2509
H 2.14 -1.53 -1.50 0.2586
H 2.31 -1.29 1.03 0.2298
H 1.69 0.43 1.58 0.2654
H 0.91 -1.07 2.05 0.2450
H 0.02 -1.42 -0.02 0.4686
```

***

two | Here is a structure of composition C8H12NO from the Open Molecules 2025 dataset. Energies are from the ωB97M-V functional and the def2-TZVPD basis.

Total charge ... +1
M ... 138.19 g mol⁻¹

```
22
Properties=species:S:1:pos:R:3:nbo_charge:R:1
C 1.32 0.78 -2.60 -0.2995
C 0.15 0.42 -1.89 -0.2477
C 2.32 0.71 -1.68 0.1280
C 0.49 0.17 -0.59 0.1797
C -2.21 1.30 1.20 -0.3071
C -1.70 0.18 0.75 -0.2571
C -0.37 -2.11 0.28 -0.5728
C -0.27 -0.20 0.62 0.0640
N 0.52 -0.05 1.82 -0.7140
O 1.89 0.37 -0.45 -0.4516
H 1.30 0.98 -3.59 0.2447
H -0.87 0.42 -2.43 0.2595
H 3.39 1.12 -1.72 0.2325
H -3.27 1.59 1.29 0.2486
H -1.46 2.00 1.75 0.1768
H -2.37 -0.49 0.26 0.2270
H 0.71 -2.39 0.36 0.2060
H -0.76 -2.05 -0.77 0.2394
H -1.15 -2.65 1.01 0.2399
H 1.08 -0.95 1.89 0.4650
H 0.00 0.05 2.74 0.4667
H 1.23 0.80 1.75 0.4720
```

***

Tell me which of them is the most stable. Sure, it is two.